[1]
C4H11NO | ωB97M-V/def2-TZVPD

Last column: natural (NBO) charge in e.
Atoms and positions in Å:
1 C 1.42040 1.34020 1.50315  -0.050
2 N 0.64008 0.86650 0.64080  -0.405
3 C 0.24723 -0.52900 0.77864  -0.269
4 C -0.70841 -0.97220 -0.32828  -0.411
5 C -2.14451 -0.55347 -0.04642  -0.607
6 H 1.81782 0.75981 2.34042  0.144
7 H 1.69973 2.37253 1.36616  0.173
8 H -0.28082 -0.69958 1.72867  0.190
9 H 1.11991 -1.17884 0.76012  0.193
10 H -0.64450 -2.05499 -0.46824  0.199
11 H -0.36086 -0.54393 -1.27757  0.226
12 H -2.25110 0.52688 -0.13403  0.211
13 H -2.42899 -0.83530 0.97163  0.193
14 H -2.87281 -0.98815 -0.71300  0.211
15 O 1.42510 0.58258 -2.63766  -0.942
16 H 1.68507 0.37905 -1.73046  0.473
17 H 1.63664 1.52790 -2.75392  0.471

Results
LUMO (eV): 1.0054
Orbital gap (eV): 10.9
SMILES string: C=NCCC.O
Multiplicity: 1
DFT total energy (Eh): -288.9640
Energy relative to the best compared isomer or geometry (same formula, charge and spin) (kJ/mol): 139.1
HOMO energy (eV): -9.9


[2]
C18H20Cl8N4 | ωB97M-V/def2-TZVPD

Last column: natural (NBO) charge in e.
Atoms and positions in Å:
1 Cl 1.44363 2.08819 -3.48772  0.076
2 C 2.58225 1.71707 -4.76673  -0.221
3 Cl 4.00066 0.87061 -4.04323  0.039
4 Cl 1.79067 0.67616 -5.96453  0.045
5 Cl 3.13750 3.20618 -5.52214  0.064
6 Cl 0.01604 5.47810 -1.31000  0.025
7 C 1.54108 4.89619 -0.54784  -0.222
8 Cl 1.21086 3.33129 0.18528  0.078
9 Cl 2.84151 4.76448 -1.72621  0.069
10 Cl 2.01592 6.09006 0.66697  0.052
11 C -0.93033 -1.16829 -0.40694  -0.304
12 C -0.63538 -0.18087 -1.39187  -0.317
13 C -1.02529 1.03053 -0.86266  -0.073
14 N -1.52909 0.80189 0.37928  -0.515
15 C -1.48657 -0.52961 0.68083  -0.092
16 H -0.67467 -2.20706 -0.53987  0.223
17 H -0.19397 -0.36115 -2.35425  0.221
18 H -0.96728 2.04201 -1.22660  0.205
19 H -1.93974 1.50104 0.97997  0.432
20 H -2.04802 -0.91171 1.51672  0.209
21 C 2.08531 -4.77933 -3.88224  -0.310
22 C 2.23938 -3.70708 -2.96915  -0.304
23 C 2.25479 -2.54978 -3.69140  -0.077
24 N 2.22190 -2.87513 -5.03992  -0.517
25 C 2.20818 -4.24127 -5.13152  -0.066
26 H 2.02723 -5.83974 -3.70132  0.223
27 H 2.27027 -3.71226 -1.89115  0.224
28 H 2.31868 -1.50619 -3.43067  0.209
29 H 2.35702 -2.21329 -5.77754  0.412
30 H 2.19829 -4.67209 -6.12218  0.204
31 C 0.42134 -2.28531 3.94109  -0.306
32 C -0.60708 -2.15334 4.92450  -0.305
33 C -0.20783 -2.91979 6.00140  -0.083
34 N 1.03758 -3.41102 5.72755  -0.504
35 C 1.41027 -3.07983 4.46016  -0.080
36 H 0.35229 -1.90976 2.93162  0.227
37 H -1.50989 -1.59683 4.74687  0.218
38 H -0.80335 -3.26224 6.83115  0.211
39 H 1.61817 -3.91332 6.37140  0.409
40 H 2.32891 -3.43688 4.02803  0.211
41 C -4.09324 2.21428 1.58727  -0.318
42 C -3.25531 2.10497 2.72520  -0.341
43 C -2.86263 3.37549 3.06959  -0.068
44 N -3.31149 4.24317 2.11254  -0.505
45 C -4.10135 3.53765 1.23690  -0.073
46 H -4.54282 1.44461 0.98239  0.234
47 H -3.08951 1.15941 3.21796  0.229
48 H -2.33763 3.61576 3.97931  0.221
49 H -3.13850 5.22795 2.07572  0.418
50 H -4.63874 4.00607 0.42796  0.214

Results
LUMO (eV): 0.1477
Orbital gap (eV): 8.1
SMILES string: ClC(Cl)(Cl)Cl.ClC(Cl)(Cl)Cl.c1cc[nH]c1.c1cc[nH]c1.c1cc[nH]c1.c1cc[nH]c1
Multiplicity: 1
DFT total energy (Eh): -4598.3714
Energy relative to the best compared isomer or geometry (same formula, charge and spin) (kJ/mol): 0.0
HOMO energy (eV): -8.0


[3]
C3H3N5 | ωB97M-V/def2-TZVPD

Last column: natural (NBO) charge in e.
Atoms and positions in Å:
1 H -1.02315 1.65057 2.15543  0.380
2 N -0.90899 1.66470 1.03999  -0.631
3 C -0.77709 0.60433 0.39599  0.449
4 N -1.13080 -0.69218 0.71004  -0.451
5 C -0.19579 -1.45570 0.47552  0.286
6 N 1.24890 -1.16056 0.28544  -0.443
7 C 1.45344 -0.17069 -0.54573  0.236
8 N 0.63547 0.35500 -1.48162  -0.166
9 N -0.41911 0.78143 -1.14239  -0.054
10 H -0.33397 -2.51019 0.70706  0.185
11 H 2.49549 0.35316 -0.69734  0.208

Results
LUMO (eV): -0.5441
Orbital gap (eV): 8.9
SMILES string: [H]/N=c1\ncncnn1
Multiplicity: 1
DFT total energy (Eh): -389.7568
Energy relative to the best compared isomer or geometry (same formula, charge and spin) (kJ/mol): 293.7
HOMO energy (eV): -9.4